Record 1
C18H41N2OP3SSm | ωB97M-V with the def2-TZVPD basis set

ORCA input file:
```
! RIJCOSX wB97M-V def2-TZVPD def2/J DEFGRID3
* xyz 3 6
Sm -0.159 -0.237 0.254
P 0.457 -2.843 -0.669
P 2.439 -0.223 1.396
P -3.010 0.221 -0.187
H 2.032 4.762 0.566
C 0.956 4.616 0.715
C 0.417 4.500 1.940
H 1.032 4.552 2.846
C 1.204 -2.999 -2.334
C 1.470 -4.020 0.306
C -1.095 -3.805 -0.871
C 2.754 1.332 2.305
C 2.818 -1.465 2.684
C 3.942 -0.340 0.365
C -3.437 1.804 0.652
C -4.130 -0.937 0.695
C -3.897 0.409 -1.773
H 0.335 4.598 -0.189
H -0.664 4.373 2.079
H 1.274 -4.060 -2.618
H 2.215 -2.569 -2.329
H 0.597 -2.471 -3.082
H 1.444 -5.020 -0.153
H 1.073 -4.084 1.329
H 2.510 -3.669 0.356
H -0.878 -4.813 -1.257
H -1.762 -3.282 -1.572
H -1.602 -3.887 0.101
H 3.793 1.325 2.660
H 2.069 1.438 3.157
H 2.600 2.190 1.637
H 3.887 -1.385 2.925
H 2.609 -2.472 2.303
H 2.215 -1.305 3.590
H 4.822 -0.455 1.016
H 4.053 0.568 -0.243
H 3.872 -1.206 -0.307
H -4.332 2.242 0.187
H -2.602 2.514 0.560
H -3.619 1.621 1.719
H -5.129 -0.900 0.240
H -4.189 -0.678 1.759
H -3.737 -1.958 0.611
H -4.983 0.448 -1.599
H -3.666 -0.454 -2.412
H -3.571 1.319 -2.294
C 0.197 1.076 -2.997
C 0.780 0.412 -4.073
C 0.248 0.683 -5.339
C -0.789 1.612 -5.486
C -1.297 2.302 -4.381
C -0.777 2.051 -3.105
O 0.444 0.605 -1.674
H 1.121 -0.124 -1.678
H 1.584 -0.317 -3.910
H 0.650 0.167 -6.211
H -1.202 1.802 -6.478
H -2.092 3.037 -4.501
H -1.141 2.548 -2.201
N 0.134 1.285 4.182
C -0.228 -0.014 4.005
N 0.399 -0.933 4.788
S -1.315 -0.517 2.791
H 0.467 1.580 5.101
H -0.388 1.987 3.672
H 0.038 -1.879 4.726
H 0.741 -0.660 5.708
*
```

Summary:
Relative energy (zero: lowest compared OMol25 entry of this formula, charge and spin)   12.6 kJ/mol
E_LUMO (spin up / spin down)   -10.52 / -9.45 eV
Orbital gap (spin up / spin down)   6.6 / 7.7 eV
⟨S²⟩   8.77
HOMO energy (spin up / spin down)   -17.1 / -17.1 eV

Record 2
C18H42BN2O3P | ωB97M-V with the def2-TZVPD basis set

ORCA input file:
```
! RIJCOSX wB97M-V def2-TZVPD def2/J DEFGRID3
* xyz 0 1
N 4.662 3.500 -1.753
B 4.959 4.874 -1.143
O 5.507 5.936 -2.055
C 4.699 5.303 0.424
N 5.586 4.609 1.435
C 3.129 4.859 0.766
O 2.890 3.563 0.983
O 2.137 5.947 0.755
H 3.618 3.318 -1.782
H 5.146 2.729 -1.208
H 4.792 6.658 -2.143
H 4.847 6.471 0.543
H 6.608 4.744 1.238
H 5.421 5.135 2.345
C 2.535 0.287 -1.080
C 1.364 0.899 -0.328
C 1.039 0.171 0.974
C 0.303 -1.161 0.822
P -1.443 -1.136 0.494
C -2.184 -0.014 1.713
C -1.905 -0.176 3.206
C -2.587 -1.330 3.945
C -4.083 -1.456 3.707
C -2.160 -2.720 0.841
C -1.806 -3.985 0.077
C -2.337 -4.113 -1.343
C -3.799 -3.741 -1.530
C -1.951 -0.380 -1.030
C -1.704 -0.892 -2.446
C -0.309 -1.406 -2.786
C 0.462 -0.475 -3.708
H 2.363 -0.765 -1.320
H 2.700 0.827 -2.018
H 3.451 0.354 -0.489
H 0.496 0.944 -0.977
H 1.619 1.940 -0.093
H 0.448 0.844 1.601
H 1.975 -0.006 1.515
H 0.410 -1.682 1.783
H 0.820 -1.805 0.107
H -3.263 0.016 1.533
H -1.829 0.987 1.435
H -2.226 0.754 3.697
H -0.825 -0.248 3.375
H -2.424 -1.189 5.021
H -2.093 -2.274 3.710
H -4.616 -0.592 4.115
H -4.465 -2.354 4.203
H -4.332 -1.544 2.648
H -3.247 -2.615 0.895
H -1.844 -2.951 1.861
H -2.203 -4.835 0.649
H -0.717 -4.109 0.062
H -2.194 -5.146 -1.681
H -1.713 -3.516 -2.000
H -4.452 -4.455 -1.019
H -4.052 -3.750 -2.595
H -4.026 -2.739 -1.156
H -1.601 0.656 -0.999
H -3.042 -0.293 -0.946
H -1.977 -0.086 -3.140
H -2.431 -1.676 -2.663
H -0.398 -2.364 -3.314
H 0.269 -1.611 -1.888
H -0.008 -0.433 -4.696
H 1.485 -0.843 -3.842
H 0.509 0.541 -3.310
*
```

Summary:
Relative energy (zero: lowest compared OMol25 entry of this formula, charge and spin)   261.3 kJ/mol
E_LUMO   -0.41 eV
Orbital gap   5.9 eV
HOMO energy   -6.3 eV

Record 3
C18H42ClN10O18 | ωB97M-V with the def2-TZVPD basis set

ORCA input file:
```
! RIJCOSX wB97M-V def2-TZVPD def2/J DEFGRID3
* xyz 1 1
C -0.893 -7.010 3.919
O -0.128 -6.864 2.713
C 1.207 -6.596 2.868
N 1.469 -5.117 2.803
C 2.644 -4.622 2.879
C 2.651 -3.142 2.857
C 3.673 -2.490 1.897
C 4.764 -1.822 2.696
O 5.596 -2.416 3.303
Cl 4.684 -0.066 2.733
C 1.129 -2.770 2.868
C 0.611 -1.601 2.025
C 0.275 -0.327 2.817
N 1.065 0.838 2.367
C 0.414 -4.123 2.634
H -0.259 -7.255 4.772
H -1.464 -6.102 4.122
H -1.601 -7.822 3.765
H 1.740 -7.076 2.045
H 1.615 -6.963 3.807
H 3.526 -5.247 2.972
H 3.017 -2.898 3.866
H 3.209 -1.778 1.219
H 4.162 -3.248 1.280
H 0.920 -2.508 3.906
H -0.313 -1.932 1.541
H 1.276 -1.334 1.203
H -0.780 -0.086 2.684
H 0.421 -0.469 3.893
H 1.920 0.538 1.914
H 1.360 1.383 3.168
H -0.403 -4.278 3.335
H -0.026 -4.194 1.636
C -0.096 2.017 -0.332
N 0.687 1.134 -1.239
O 1.084 0.063 -0.795
O 0.889 1.515 -2.365
H -0.172 1.522 0.630
H 0.429 2.959 -0.248
H -1.070 2.163 -0.788
C -4.400 -1.945 1.455
N -3.380 -0.926 1.834
O -2.605 -0.556 0.974
O -3.394 -0.526 2.976
H -4.263 -2.192 0.409
H -4.250 -2.807 2.098
H -5.376 -1.505 1.633
C -1.171 -1.666 -2.175
N -2.374 -0.804 -2.340
O -3.454 -1.344 -2.441
O -2.170 0.390 -2.342
H -1.494 -2.701 -2.173
H -0.505 -1.457 -3.007
H -0.702 -1.384 -1.238
C -1.338 7.062 -0.230
N -1.094 5.603 -0.392
O -1.490 5.070 -1.407
O -0.503 5.024 0.500
H -1.870 7.414 -1.102
H -1.918 7.194 0.679
H -0.369 7.541 -0.138
C 0.664 8.380 -3.702
N -0.765 8.796 -3.658
O -1.296 9.168 -4.676
O -1.321 8.716 -2.575
H 1.024 8.470 -4.717
H 1.207 9.030 -3.023
H 0.702 7.348 -3.363
C 4.187 -8.154 6.130
N 2.905 -7.394 6.106
O 1.871 -8.028 6.091
O 2.973 -6.180 6.098
H 3.952 -9.211 6.129
H 4.752 -7.868 5.248
H 4.717 -7.865 7.033
C -1.726 6.737 -7.256
N -0.408 7.375 -7.513
O -0.180 7.816 -8.614
O 0.361 7.412 -6.570
H -2.307 6.757 -8.169
H -1.534 5.722 -6.937
H -2.201 7.312 -6.465
C -2.536 2.053 -6.308
N -2.831 3.287 -7.087
O -2.022 3.646 -7.919
O -3.864 3.865 -6.830
H -1.586 1.658 -6.646
H -2.502 2.333 -5.259
H -3.348 1.356 -6.491
*
```

Summary:
E_LUMO   -3.96 eV
Orbital gap   7.7 eV
HOMO energy   -11.6 eV

Record 4
C18H42MoNO2P2Si2 | ωB97M-V with the def2-TZVPD basis set

ORCA input file:
```
! RIJCOSX wB97M-V def2-TZVPD def2/J DEFGRID3
* xyz 3 3
Mo 0.182 -0.482 -0.073
P -1.237 0.161 1.723
C -1.005 1.943 1.760
C 0.113 2.527 1.139
N 0.862 1.717 0.294
C 2.049 2.120 -0.182
C 2.641 3.283 0.308
C 1.884 4.146 1.075
C 0.592 3.830 1.385
C 2.766 1.154 -1.153
P 1.530 0.148 -2.138
H -0.066 4.512 1.883
H 3.660 3.487 0.018
H 2.300 5.098 1.332
H 3.394 1.716 -1.880
H 3.420 0.446 -0.588
H -3.511 2.718 0.245
H -1.817 2.614 2.058
H -2.359 1.701 -1.866
O -3.704 2.704 -0.769
H -3.937 3.650 -0.904
H -1.006 0.340 -1.301
O -1.837 1.061 -2.374
H -2.453 0.297 -2.570
C 1.241 1.458 -3.363
H 2.194 1.970 -3.549
H 0.880 1.007 -4.285
H 0.474 2.161 -3.033
C 2.604 -0.957 -3.124
H 1.990 -1.701 -3.643
H 3.159 -0.383 -3.880
H 3.331 -1.491 -2.501
C -0.600 -0.155 3.417
H -1.385 0.134 4.128
H -0.270 -1.184 3.587
H 0.253 0.520 3.551
C -2.989 -0.252 1.831
H -3.128 -1.338 1.792
H -3.387 0.142 2.772
H -3.525 0.184 0.982
C 1.519 -3.968 -1.355
Si 0.715 -3.085 0.103
C 0.254 -4.447 1.324
C 2.117 -2.128 1.029
C -0.896 -2.160 -0.347
Si -1.936 -2.750 -1.877
C -2.381 -4.583 -1.708
C -3.520 -1.727 -1.892
C -1.033 -2.493 -3.509
H 2.248 -4.682 -0.937
H 2.050 -3.294 -2.040
H 0.772 -4.539 -1.919
H 1.092 -5.155 1.394
H 0.065 -4.047 2.329
H -0.635 -5.005 1.007
H 2.087 -0.988 1.114
H 2.084 -2.540 2.045
H 3.090 -2.377 0.590
H -1.624 -2.357 0.472
H -3.105 -4.731 -0.888
H -2.868 -4.918 -2.642
H -1.510 -5.235 -1.525
H -3.494 -0.770 -1.348
H -3.861 -1.583 -2.932
H -4.298 -2.321 -1.392
H -0.475 -1.544 -3.566
H -0.339 -3.319 -3.733
H -1.809 -2.481 -4.294
*
```

Summary:
E_LUMO (spin up / spin down)   -12.02 / -11.59 eV
Orbital gap (spin up / spin down)   5.3 / 6.6 eV
⟨S²⟩   2.06
HOMO energy (spin up / spin down)   -17.4 / -18.2 eV

Record 5
C18H42N2O4 | ωB97M-V with the def2-TZVPD basis set

ORCA input file:
```
! RIJCOSX wB97M-V def2-TZVPD def2/J DEFGRID3
* xyz 0 1
O -0.047 -0.309 -3.750
H -0.185 0.590 -3.452
H -0.861 -0.762 -3.529
O 4.288 -1.526 -6.109
H 4.434 -2.439 -5.859
H 3.413 -1.323 -5.777
C -3.248 9.185 -0.669
C -4.504 8.264 -0.917
C -4.553 7.140 0.121
C -5.022 7.654 1.475
C -6.345 8.435 1.382
C -6.420 9.544 0.251
N -5.793 9.058 -0.957
O -5.870 9.868 -2.018
C -7.932 9.804 0.032
C -5.675 10.853 0.755
C -4.380 7.576 -2.255
H -2.372 8.681 -1.080
H -3.065 9.251 0.403
H -3.450 10.193 -1.032
H -5.124 6.272 -0.210
H -3.567 6.678 0.177
H -4.249 8.316 1.864
H -5.041 6.856 2.218
H -6.489 8.835 2.386
H -7.183 7.746 1.272
H -8.503 8.935 -0.296
H -8.415 10.295 0.876
H -8.019 10.560 -0.748
H -6.214 11.495 1.452
H -4.807 10.577 1.354
H -5.354 11.468 -0.085
H -4.285 8.375 -2.990
H -5.315 7.057 -2.465
H -3.490 6.949 -2.308
H -6.237 9.340 -2.732
C 6.898 -9.971 1.289
C 5.378 -9.839 1.508
C 5.133 -9.204 2.885
C 5.343 -7.709 2.953
C 4.407 -7.069 1.861
C 4.485 -7.620 0.441
N 4.517 -9.123 0.539
O 4.602 -9.806 -0.700
C 3.186 -7.110 -0.371
C 5.781 -7.015 -0.319
C 4.746 -11.309 1.610
H 7.365 -9.011 1.067
H 7.380 -10.434 2.150
H 7.056 -10.491 0.344
H 4.106 -9.430 3.172
H 5.733 -9.764 3.602
H 5.123 -7.417 3.979
H 6.321 -7.301 2.697
H 4.634 -6.004 1.835
H 3.400 -7.038 2.278
H 3.118 -7.624 -1.330
H 3.195 -6.074 -0.708
H 2.280 -7.388 0.168
H 6.727 -7.327 0.126
H 5.671 -5.944 -0.491
H 5.770 -7.355 -1.354
H 5.136 -11.832 0.737
H 5.007 -11.724 2.583
H 3.687 -11.567 1.613
H 3.693 -9.990 -0.947
*
```

Summary:
Relative energy (zero: lowest compared OMol25 entry of this formula, charge and spin)   246.6 kJ/mol
E_LUMO   0.69 eV
Orbital gap   8.7 eV
HOMO energy   -8.0 eV

Record 6
C18H42N6O6Tl | ωB97M-V with the def2-TZVPD basis set

ORCA input file:
```
! RIJCOSX wB97M-V def2-TZVPD def2/J DEFGRID3
* xyz 3 1
Tl -0.752 0.746 0.944
C 1.041 -1.137 -3.563
C 0.117 -1.387 -2.411
O 0.074 -0.594 -1.458
N -0.711 -2.444 -2.459
C -0.878 -3.409 -3.520
H 0.521 -0.846 -4.473
H 1.600 -2.058 -3.764
H 1.824 -0.434 -3.289
H -1.426 -2.373 -1.748
H -0.388 -4.381 -3.444
H -0.566 -3.004 -4.484
H -1.938 -3.647 -3.620
C -0.454 5.633 1.518
C -1.394 4.777 0.646
O -1.173 3.581 0.412
N -2.453 5.437 0.169
C -3.419 4.913 -0.774
H 0.502 5.139 1.633
H -0.963 5.846 2.457
H -0.348 6.572 0.976
H -2.547 6.363 0.560
H -3.208 5.265 -1.785
H -4.411 5.293 -0.528
H -3.465 3.828 -0.729
C 1.916 -2.141 4.218
C 1.393 -0.700 4.168
O 0.642 -0.397 3.237
N 1.794 0.070 5.167
C 1.155 1.382 5.400
H 2.437 -2.381 3.288
H 1.028 -2.768 4.101
H 2.513 -2.378 5.090
H 2.466 -0.233 5.850
H 1.905 2.023 5.858
H 0.299 1.351 6.071
H 0.863 1.757 4.424
C -3.043 0.303 -3.203
C -2.353 1.474 -2.560
O -2.226 1.546 -1.315
N -2.088 2.549 -3.297
C -2.347 2.757 -4.726
H -2.985 -0.515 -2.479
H -2.351 -0.108 -3.951
H -4.059 0.387 -3.568
H -1.748 3.305 -2.712
H -1.960 1.899 -5.272
H -1.877 3.676 -5.056
H -3.424 2.808 -4.885
C 4.043 -1.407 0.439
C 2.968 -0.428 0.052
O 1.900 -0.456 0.688
N 3.230 0.482 -0.878
C 4.420 0.581 -1.731
H 4.818 -1.508 -0.321
H 3.638 -2.407 0.591
H 4.536 -1.135 1.373
H 2.511 1.167 -1.056
H 4.265 1.381 -2.449
H 4.515 -0.337 -2.312
H 5.331 0.775 -1.171
C 0.372 -4.264 1.169
C -0.648 -3.219 1.597
O -0.584 -2.070 1.159
N -1.633 -3.630 2.432
C -1.627 -4.870 3.180
H -0.120 -5.154 0.779
H 0.971 -4.580 2.024
H 0.995 -3.770 0.428
H -2.083 -2.822 2.854
H -1.957 -5.678 2.518
H -2.362 -4.862 3.979
H -0.635 -5.138 3.543
*
```

Summary:
Relative energy (zero: lowest compared OMol25 entry of this formula, charge and spin)   37.9 kJ/mol
E_LUMO   -13.97 eV
Orbital gap   3.0 eV
HOMO energy   -17.0 eV